Entry from the OMol25 dataset: a structure of composition C24H22BN9Ru (ωB97M-V with the def2-TZVPD basis set).

```
57
Properties=species:S:1:pos:R:3:lowdin_charge:R:1
Ru -0.28 -0.46 0.44 1.54
C 2.16 2.20 2.77 0.02
C 1.00 1.47 2.59 -0.09
N 1.02 0.90 1.36 -0.12
N 2.17 1.27 0.75 0.03
C 2.87 2.03 1.58 0.02
B 2.54 0.64 -0.63 -0.63
N 1.41 0.93 -1.67 0.02
C 1.51 1.46 -2.91 0.01
C 0.26 1.41 -3.51 0.01
C -0.57 0.82 -2.57 -0.10
N 0.14 0.53 -1.46 -0.09
N 2.50 -0.92 -0.41 0.07
C 3.44 -1.82 -0.66 0.06
C 2.92 -3.12 -0.44 0.05
C 1.63 -2.93 -0.07 -0.07
N 1.34 -1.58 -0.02 -0.09
N 3.83 1.19 -1.12 -0.04
C 4.09 2.52 -1.34 -0.10
C 5.35 2.61 -1.82 -0.02
C 5.81 1.27 -1.86 -0.09
N 4.90 0.41 -1.44 0.07
H 2.45 2.77 3.64 0.13
H 0.19 1.30 3.28 0.13
H 3.85 2.42 1.31 0.15
H 2.44 1.83 -3.29 0.15
H 0.00 1.75 -4.50 0.13
H -1.61 0.56 -2.66 0.12
H 4.42 -1.49 -0.99 0.13
H 3.44 -4.06 -0.56 0.14
H 0.89 -3.68 0.14 0.10
H 3.36 3.30 -1.16 0.14
H 5.89 3.50 -2.12 0.12
H 6.78 0.91 -2.17 0.13
N -1.83 1.03 0.59 0.02
C -3.18 0.85 1.07 -0.20
C -3.79 1.89 1.71 0.03
C -5.15 1.79 2.08 0.05
C -5.87 0.63 1.79 0.01
C -5.26 -0.41 1.15 0.05
C -3.87 -0.36 0.79 -0.08
C -3.22 -1.56 0.38 -0.13
C -4.03 -2.68 -0.04 0.05
C -3.57 -3.97 0.04 0.01
C -2.34 -4.20 0.63 0.05
C -1.48 -3.12 0.94 -0.07
C -1.83 -1.82 0.65 -0.16
H -1.43 1.85 1.04 0.11
H -1.87 1.29 -0.40 0.11
H -3.26 2.81 1.91 0.14
H -5.63 2.63 2.56 0.15
H -6.91 0.55 2.08 0.14
H -5.82 -1.32 0.97 0.13
H -5.02 -2.48 -0.43 0.14
H -4.20 -4.80 -0.27 0.14
H -2.01 -5.22 0.83 0.14
H -0.55 -3.33 1.45 0.10
```

Output
- spin multiplicity = 6
- HOMO level (spin up / spin down) (eV) = -16.719 / -16.710
- molar mass (g/mol) = 548.385
- frontier orbital gap (spin up / spin down) (eV) = 6.8 / 3.9
- net charge = +3


Entry from the OMol25 dataset: a structure of composition C24H22Br2FeN3O2S2 (ωB97M-V with the def2-TZVPD basis set).

```
56
Properties=species:S:1:pos:R:3:lowdin_charge:R:1
Fe -0.01 -0.27 -0.33 0.65
C -2.39 -1.03 -2.70 0.00
C -2.19 0.44 -2.52 -0.26
C -3.01 1.37 -3.20 0.04
C -2.81 2.71 -3.03 0.03
C -1.77 3.16 -2.20 -0.16
C -1.47 4.54 -1.92 -0.58
Br -2.49 5.88 -2.68 0.97
C -0.42 4.91 -1.08 -0.14
C 0.39 3.95 -0.50 -0.59
Br 1.80 4.43 0.58 0.94
C 0.15 2.55 -0.74 -0.34
O 0.86 1.63 -0.27 -0.09
C -0.99 2.19 -1.58 -0.12
N -1.21 0.86 -1.73 0.09
H -2.12 -1.32 -3.72 0.11
H -3.44 -1.30 -2.56 0.10
H -1.78 -1.60 -2.01 0.05
H -3.79 1.00 -3.84 0.14
H -3.45 3.42 -3.54 0.10
H -0.24 5.95 -0.88 0.12
C -2.21 -1.95 3.00 -0.20
S -0.52 -1.80 2.50 1.06
O -0.54 -0.64 1.48 -0.61
C -0.31 -3.26 1.53 -0.44
C 0.70 -4.14 1.89 -0.07
C 0.93 -5.25 1.09 -0.05
C 0.18 -5.45 -0.05 -0.04
C -0.84 -4.56 -0.40 -0.06
C -1.09 -3.46 0.39 -0.12
H -2.84 -2.11 2.13 0.07
H -2.48 -1.03 3.52 0.07
H -2.27 -2.79 3.69 0.08
H 1.29 -3.96 2.78 0.12
H 1.71 -5.95 1.36 0.12
H 0.37 -6.31 -0.68 0.12
H -1.44 -4.74 -1.28 0.12
H -1.89 -2.78 0.14 0.10
N 3.14 0.29 -1.66 0.14
C 2.99 -1.04 -1.71 -0.72
S 1.59 -1.82 -1.07 0.77
N 3.93 -1.74 -2.33 0.08
C 4.12 -3.16 -2.42 -0.25
C 3.88 -4.01 -1.36 -0.06
C 4.14 -5.37 -1.51 -0.07
C 4.63 -5.86 -2.70 -0.06
C 4.89 -5.00 -3.76 -0.06
C 4.63 -3.64 -3.62 -0.02
H 2.53 0.83 -1.07 0.06
H 4.00 0.72 -1.97 0.13
H 4.62 -1.20 -2.84 0.16
H 3.53 -3.63 -0.41 0.08
H 3.97 -6.03 -0.67 0.11
H 4.84 -6.92 -2.81 0.11
H 5.29 -5.37 -4.69 0.12
H 4.83 -2.96 -4.44 0.12
```

Output
- spin multiplicity = 6
- HOMO level (spin up / spin down) (eV) = -13.583 / -13.604
- molar mass (g/mol) = 664.246
- frontier orbital gap (spin up / spin down) (eV) = 7.4 / 5.3
- net charge = +2


Entry from the OMol25 dataset: the molecule C24H22F3N5O4S in a non-equilibrium geometry (ωB97M-V with the def2-TZVPD basis set).

```
59
Properties=species:S:1:pos:R:3:lowdin_charge:R:1
C 3.39 0.45 -1.44 -0.06
H 3.61 0.46 -2.51 0.10
O 2.10 0.98 -1.20 -0.11
C 1.04 0.26 -1.72 -0.22
C 0.26 0.85 -2.70 0.00
C -0.87 0.21 -3.18 -0.04
C -1.23 -1.03 -2.70 -0.23
C -0.44 -1.64 -1.73 0.03
C 0.70 -1.01 -1.23 -0.21
O 1.51 -1.54 -0.27 -0.11
C 1.23 -2.83 0.22 -0.06
H 2.03 -3.06 0.93 0.09
H 0.27 -2.86 0.75 0.07
H 1.24 -3.58 -0.58 0.10
H -0.73 -2.60 -1.35 0.12
C -2.49 -1.71 -3.14 -0.12
H -2.55 -1.74 -4.23 0.12
H -2.52 -2.72 -2.76 0.11
C -3.72 -0.94 -2.61 -0.16
N -3.55 -0.54 -1.23 0.05
C -3.70 -1.40 -0.21 -0.57
O -4.12 -2.54 -0.32 0.06
C -3.38 -0.78 1.15 -0.32
H -3.75 0.25 1.21 0.08
H -3.82 -1.39 1.93 0.08
S -1.60 -0.73 1.56 1.08
C -1.07 0.80 0.88 -0.53
N -1.82 1.35 -0.03 0.12
C -1.31 2.50 -0.54 -0.27
N -1.84 3.26 -1.51 0.07
N -1.05 4.31 -1.79 0.05
C -0.01 4.24 -0.99 -0.07
C -0.11 3.10 -0.16 -0.07
C 0.70 2.52 0.87 -0.36
O 1.71 2.93 1.38 0.12
N 0.10 1.30 1.35 0.08
C 0.82 0.63 2.38 -0.24
C 0.29 0.51 3.65 -0.03
C 1.01 -0.13 4.64 -0.05
C 2.27 -0.64 4.37 0.00
C 2.81 -0.48 3.10 -0.09
C 2.09 0.16 2.10 0.07
H 2.51 0.29 1.11 0.11
C 4.16 -1.06 2.79 -0.58
F 4.06 -2.36 2.42 0.13
F 4.79 -0.44 1.78 0.15
F 4.99 -1.04 3.84 0.14
H 2.84 -1.13 5.14 0.12
H 0.60 -0.23 5.64 0.11
H -0.69 0.91 3.87 0.12
H 0.77 4.97 -1.03 0.12
H -2.70 3.12 -2.02 0.16
H -3.00 0.30 -1.04 0.08
H -4.60 -1.58 -2.67 0.12
H -3.89 -0.03 -3.20 0.12
H -1.47 0.69 -3.95 0.12
H 0.55 1.83 -3.06 0.13
H 3.49 -0.56 -1.06 0.09
H 4.08 1.11 -0.92 0.10
```

Output
- HOMO level (eV) = -8.573
- molar mass (g/mol) = 533.532
- frontier orbital gap (eV) = 9.0
- net charge = 0


Entry from the OMol25 dataset: a cluster of 2 separate species, C24H22N2O in total in a non-equilibrium geometry (ωB97M-V with the def2-TZVPD basis set).

```
49
Properties=species:S:1:pos:R:3:lowdin_charge:R:1
C -1.32 6.09 1.81 -0.05
C -0.87 4.79 1.18 -0.25
C 0.26 4.75 0.34 -0.02
C 0.74 3.54 -0.14 0.00
C 0.08 2.30 0.16 -0.18
C 0.58 1.08 -0.39 0.06
C 0.14 -0.25 -0.13 -0.18
C -0.61 -0.67 1.01 0.01
C -1.10 -1.97 1.10 0.01
C -0.79 -2.89 0.11 -0.22
O -1.20 -4.22 0.21 0.00
C -2.49 -4.58 -0.19 -0.25
C -2.60 -5.38 -1.33 -0.01
C -3.86 -5.65 -1.85 -0.08
C -5.00 -5.18 -1.19 -0.09
C -4.88 -4.43 -0.01 -0.08
C -3.61 -4.14 0.51 -0.01
C 0.01 -2.55 -0.99 0.03
C 0.48 -1.25 -1.09 0.01
C -1.14 2.40 0.89 -0.01
C -1.58 3.61 1.41 -0.03
H -2.02 5.88 2.63 0.08
H -0.47 6.64 2.22 0.09
H -1.84 6.76 1.10 0.09
H 0.75 5.68 0.04 0.12
H 1.60 3.50 -0.80 0.12
H 1.20 1.18 -1.30 0.11
H -0.83 0.03 1.82 0.11
H -1.75 -2.28 1.92 0.12
H -1.68 -5.74 -1.80 0.12
H -3.94 -6.24 -2.77 0.11
H -6.00 -5.40 -1.60 0.10
H -5.77 -4.08 0.52 0.11
H -3.49 -3.57 1.43 0.11
H 0.23 -3.29 -1.78 0.13
H 1.09 -0.94 -1.95 0.13
H -1.78 1.52 0.96 0.10
H -2.51 3.65 1.98 0.12
C 6.73 0.77 -0.67 -0.08
C 5.31 1.02 -0.38 -0.42
C 4.13 0.73 -1.17 -0.15
N 3.06 1.11 -0.45 -0.03
C 3.53 1.65 0.72 -0.26
N 4.91 1.59 0.77 0.04
H 6.85 0.33 -1.66 0.06
H 7.30 1.70 -0.63 0.07
H 7.15 0.08 0.07 0.07
H 4.11 0.31 -2.17 0.08
H 2.89 2.07 1.49 0.08
```

Output
- HOMO level (eV) = -6.410
- molar mass (g/mol) = 354.453
- frontier orbital gap (eV) = 4.3
- net charge = 0


Entry from the OMol25 dataset: a cluster of 3 separate species, C24H22N2O11S in total in a non-equilibrium geometry (ωB97M-V with the def2-TZVPD basis set).

```
60
Properties=species:S:1:pos:R:3:lowdin_charge:R:1
O 7.55 -0.78 2.11 -0.26
S 7.37 -0.12 0.86 0.57
O 8.46 -0.13 -0.06 -0.28
O 6.12 -0.81 0.14 -0.15
C 6.85 1.55 1.14 -0.22
C 6.26 2.25 -0.11 -0.20
C 4.77 2.61 0.03 -0.17
C 3.89 2.23 -1.20 -0.13
C 2.90 1.16 -0.82 -0.17
C 3.11 -0.15 -1.15 -0.03
C 2.20 -1.17 -0.76 -0.04
C 1.10 -0.83 -0.03 -0.01
C 0.84 0.51 0.31 -0.19
N -0.27 0.80 1.04 0.14
C -0.44 2.05 1.34 -0.13
C 0.47 3.06 0.96 -0.10
N 1.55 2.84 0.26 0.16
C 1.74 1.53 -0.07 -0.16
H 6.07 -0.40 -0.74 0.06
H 6.14 1.54 1.96 0.10
H 7.74 2.08 1.46 0.11
H 6.81 3.19 -0.19 0.11
H 6.47 1.68 -1.01 0.10
H 4.62 3.67 0.22 0.11
H 4.38 2.09 0.90 0.10
H 4.50 1.85 -2.01 0.11
H 3.34 3.11 -1.52 0.10
H 3.99 -0.40 -1.71 0.10
H 2.42 -2.19 -1.03 0.11
H 0.39 -1.59 0.28 0.08
H -1.31 2.33 1.93 0.10
H 0.27 4.07 1.27 0.11
C -3.16 -3.07 -0.37 0.08
C -4.24 -3.79 -0.67 -0.23
C -4.23 -5.30 -0.62 -0.31
O -5.26 -5.88 -0.89 0.11
C -2.99 -5.97 -0.27 0.08
C -1.91 -5.24 0.03 -0.23
C -1.93 -3.74 0.00 -0.29
O -0.91 -3.14 0.30 0.09
O -0.74 -5.78 0.37 0.12
O -5.40 -3.25 -1.03 0.12
H -3.15 -1.99 -0.40 0.13
H -2.99 -7.05 -0.25 0.14
H -0.13 -5.04 0.53 0.12
H -6.01 -3.99 -1.18 0.12
C -5.10 1.29 -1.23 0.07
C -4.19 1.45 -0.26 -0.23
C -4.56 2.00 1.09 -0.31
O -3.69 2.10 1.94 0.10
C -5.94 2.38 1.33 0.07
C -6.85 2.22 0.36 -0.24
C -6.49 1.65 -0.98 -0.32
O -7.38 1.52 -1.80 0.11
O -8.13 2.55 0.51 0.12
O -2.91 1.13 -0.44 0.10
H -4.85 0.89 -2.20 0.14
H -6.19 2.78 2.30 0.14
H -8.56 2.33 -0.34 0.12
H -2.41 1.32 0.38 0.07
```

Output
- HOMO level (eV) = -9.100
- molar mass (g/mol) = 546.510
- frontier orbital gap (eV) = 7.5
- net charge = 0


Entry from the OMol25 dataset: a structure of composition C24H22N5O3S5Tc in a non-equilibrium geometry (ωB97M-V with the def2-TZVPD basis set).

```
60
Properties=species:S:1:pos:R:3:lowdin_charge:R:1
Tc -0.24 0.11 -0.31 0.83
C -3.15 -1.83 2.24 0.00
C -1.98 -1.16 1.60 -0.24
N -1.83 -0.94 0.33 -0.10
N -2.81 -1.32 -0.55 0.03
C -2.62 -1.14 -1.88 -0.79
N -3.50 -1.73 -2.69 0.12
S -1.37 -0.20 -2.53 0.73
C -0.85 -0.68 2.40 -0.20
C -0.78 -0.83 3.77 0.01
C 0.29 -0.30 4.47 -0.04
C 1.27 0.39 3.76 -0.05
C 1.15 0.49 2.39 -0.21
N 0.13 -0.04 1.71 -0.05
H -4.02 -1.88 1.59 0.07
H -3.46 -1.28 3.13 0.09
H -2.89 -2.84 2.55 0.11
H -3.44 -2.04 -0.25 0.14
H -4.22 -2.35 -2.35 0.12
H -3.39 -1.62 -3.68 0.11
H -1.57 -1.36 4.30 0.12
H 0.35 -0.41 5.54 0.12
H 2.12 0.83 4.26 0.12
H 1.88 1.03 1.80 0.05
S 3.22 -1.75 1.45 0.34
S 3.69 -0.32 0.28 0.53
S 1.46 1.65 -1.02 0.07
S 0.66 3.34 -1.56 0.08
C -3.02 2.79 -1.02 -0.01
C -2.09 2.68 0.14 -0.38
O -1.26 1.78 0.19 -0.24
C -2.14 3.66 1.24 -0.15
C -3.11 4.66 1.27 -0.02
C -3.16 5.55 2.34 -0.06
C -2.24 5.44 3.37 -0.06
C -1.27 4.45 3.34 -0.06
C -1.22 3.57 2.28 0.00
H -2.80 2.02 -1.75 0.04
H -2.92 3.77 -1.50 0.10
H -4.06 2.69 -0.68 0.10
H -3.82 4.77 0.46 0.11
H -3.92 6.32 2.35 0.11
H -2.28 6.14 4.20 0.11
H -0.55 4.38 4.14 0.11
H -0.45 2.80 2.24 0.10
O -0.63 -3.33 -0.55 0.12
C 0.37 -2.91 -1.06 -0.38
N 0.92 -1.60 -0.87 -0.01
C 2.09 -1.60 -1.52 -0.48
O 2.98 -0.70 -1.42 -0.37
C 2.32 -2.84 -2.28 -0.10
C 3.34 -3.24 -3.11 0.02
C 3.25 -4.53 -3.65 -0.05
C 2.19 -5.37 -3.33 -0.05
C 1.18 -4.96 -2.46 0.02
C 1.27 -3.68 -1.96 -0.10
H 4.17 -2.59 -3.34 0.13
H 4.02 -4.88 -4.32 0.11
H 2.16 -6.36 -3.76 0.11
H 0.37 -5.62 -2.17 0.13
```

Output
- spin multiplicity = 2
- HOMO level (spin up / spin down) (eV) = -9.197 / -9.280
- molar mass (g/mol) = 686.807
- frontier orbital gap (spin up / spin down) (eV) = 5.2 / 4.5
- net charge = +1


Among the records above, which one has the lowest molar mass?
C24H22N2O


What is the formula in the sixth record?
C24H22N5O3S5Tc


The highest molar mass belongs to which entry?
C24H22N5O3S5Tc


What is the molar mass in the second record?
664.246 g/mol